Density functional theory data (wB97M-V/def2-TZVPD) for 3 unconnected molecules or ions with the total composition C17H36F2N3O14P2S2 at a distorted geometry.

total charge: -1
multiplicity: 1
E_LUMO: -0.80 eV
DFT total energy: -97018.5280 eV
largest force on an atom: 0.20251 Eh/bohr
frontier orbital gap: 0.18571 Ha

Last column: Löwdin charge in e.
Element x y z (Å)
1 H 4.947 0.308 5.589  0.12
2 H -5.617 0.194 -5.540  0.12
3 H -5.962 -5.241 -3.877  0.10
4 O 6.222 2.979 6.910  -0.24
5 C 3.670 -0.150 -3.093  -0.08
6 C -9.174 -2.472 -5.908  -0.31
7 H 3.115 2.016 3.946  0.06
8 C -3.956 -4.591 -4.318  -0.08
9 H -5.230 -4.247 -2.631  0.12
10 H -3.522 -1.844 -4.887  0.06
11 H -3.982 -4.520 -5.409  0.07
12 H 7.991 4.074 6.837  0.10
13 H -3.842 -0.647 -3.608  0.06
14 H 3.320 -2.793 -0.957  0.09
15 H -9.103 -3.185 -6.735  0.10
16 S -0.219 0.172 -0.087  0.71
17 O 2.713 0.181 1.625  -0.40
18 C 7.392 3.487 7.540  -0.31
19 H 2.189 4.026 3.882  0.08
20 H -9.463 -3.728 -4.142  0.07
21 O 4.052 3.823 5.916  -0.26
22 C -10.021 -3.030 -4.772  -0.08
23 P 5.674 3.764 5.544  0.80
24 F 0.549 -2.797 -0.076  0.00
25 C 7.012 4.314 8.762  -0.08
26 S 2.617 0.737 0.182  0.68
27 H -10.907 -3.541 -5.162  0.07
28 H -3.365 -0.130 -5.227  0.08
29 N 4.190 0.380 -0.573  -0.12
30 H 5.231 -2.440 -0.615  0.09
31 O -7.479 -4.443 -5.424  -0.23
32 O -5.681 -1.778 -6.069  -0.28
33 C 4.454 1.282 5.506  -0.29
34 H -6.083 -0.869 -4.220  0.11
35 H 2.358 4.929 6.119  0.12
36 H 4.570 -2.663 -2.366  0.08
37 H -10.353 -2.220 -4.114  0.07
38 C -5.419 -0.782 -5.086  -0.28
39 C 4.287 -2.214 -1.297  -0.06
40 H -9.647 -1.569 -6.306  0.11
41 C -5.326 -4.368 -3.715  -0.29
42 H 8.009 2.639 7.853  0.11
43 C -1.378 -0.626 -2.415  -0.17
44 H 4.179 1.585 6.522  0.10
45 O -1.447 -3.449 -1.261  0.01
46 O 5.376 2.185 4.904  -0.27
47 O -5.926 -3.185 -4.219  -0.26
48 C 3.226 1.162 4.612  -0.06
49 H 3.774 4.649 3.423  0.08
50 H 2.419 5.770 3.713  0.08
51 N -1.251 -1.010 -0.929  -0.04
52 H 6.162 4.975 8.567  0.07
53 P -6.629 -3.184 -5.728  0.79
54 O 5.940 5.178 6.117  -0.23
55 H 3.777 5.879 5.720  0.10
56 O -0.776 -1.332 -3.411  0.02
57 C 2.897 4.844 4.048  -0.08
58 C -0.716 -2.416 -0.767  -0.20
59 H 3.309 0.272 3.979  0.06
60 H -3.565 -5.572 -4.033  0.08
61 C 3.269 4.935 5.512  -0.30
62 H 2.802 -0.822 -3.542  0.09
63 F -2.259 0.560 -2.715  0.00
64 N 1.366 0.022 -0.805  -0.34
65 O -0.856 1.599 -0.241  -0.38
66 H 3.432 1.002 -3.144  0.09
67 O -0.297 -0.188 1.416  -0.37
68 C -3.954 -0.869 -4.673  -0.07
69 H -3.251 -3.836 -3.957  0.07
70 H 7.857 4.921 9.099  0.07
71 H 6.709 3.658 9.584  0.07
72 H 4.631 -0.378 -3.732  0.08
73 O -7.881 -2.123 -5.428  -0.24
74 H 2.321 1.053 5.216  0.08
75 C 4.055 -0.596 -1.529  -0.32
76 O 2.475 2.290 0.102  -0.43

Cartesian forces (eV/Å) of the 2 atoms listed first:
0.3504 0.2600 -0.1481
-0.1419 -0.2754 -0.2981

***

Density functional theory data (wB97M-V/def2-TZVPD) for a molecular structure, C46H79MgO19 at a distorted geometry.

total charge: +1
multiplicity: 1
E_LUMO: -1.79 eV
DFT total energy: -93326.7588 eV
largest force on an atom: 0.10177 Eh/bohr
energy above the lowest of the compared OMol25 structures with the same formula, charge and spin: 46.83 kcal per mole
frontier orbital gap: 0.30285 Ha

Last column: Löwdin charge in e.
Element x y z (Å)
1 H -10.516 -23.405 -12.337  0.12
2 O -7.831 -24.798 -20.027  0.12
3 C -11.548 -23.617 -12.618  -0.13
4 H -12.934 -25.964 -10.682  0.12
5 H -8.305 -27.590 -15.970  0.11
6 C -8.012 -18.584 -17.147  -0.18
7 H -4.306 -23.622 -18.719  0.13
8 C -9.588 -21.905 -21.412  -0.18
9 O -10.416 -28.873 -14.310  0.06
10 H -11.969 -22.617 -19.433  0.11
11 O -13.774 -25.724 -16.031  0.03
12 H -11.339 -25.277 -10.249  0.13
13 H -8.235 -25.403 -11.770  0.09
14 O -7.069 -22.917 -19.192  0.02
15 H -7.472 -27.807 -10.480  0.13
16 H -9.191 -26.869 -11.874  0.09
17 H -4.854 -23.906 -17.072  0.12
18 C -11.762 -25.088 -12.401  -0.15
19 H -16.352 -20.521 -16.963  0.12
20 H -5.196 -22.691 -11.569  0.12
21 C -8.249 -27.473 -17.053  -0.04
22 H -9.565 -18.570 -18.565  0.11
23 C -14.573 -25.802 -15.047  -0.28
24 C -8.217 -26.440 -12.106  -0.15
25 H -10.905 -25.692 -12.699  0.09
26 C -13.708 -19.957 -15.119  -0.16
27 H -8.477 -21.357 -13.322  0.12
28 H -5.126 -23.737 -13.000  0.10
29 C -7.061 -22.906 -12.647  -0.19
30 H -12.892 -19.435 -15.618  0.10
31 H -15.261 -24.811 -12.425  0.11
32 O -12.609 -25.408 -18.534  0.05
33 C -10.141 -19.638 -16.748  -0.15
34 H -11.720 -23.207 -13.613  0.11
35 H -6.257 -27.801 -17.885  0.11
36 H -7.593 -20.150 -15.618  0.10
37 O -14.911 -21.748 -16.102  -0.15
38 H -4.370 -21.206 -13.543  0.12
39 H -14.824 -20.305 -17.653  0.11
40 O -12.479 -23.001 -11.699  0.05
41 C -7.792 -26.515 -13.583  -0.14
42 C -11.710 -30.034 -12.788  -0.13
43 O -12.069 -27.825 -15.421  0.08
44 C -12.942 -23.107 -19.459  -0.04
45 H -8.201 -17.512 -17.090  0.12
46 H -10.229 -23.949 -21.337  0.11
47 O -6.438 -20.818 -13.519  -0.15
48 C -9.717 -23.279 -22.028  -0.24
49 O -10.968 -25.118 -15.946  -0.33
50 C -13.664 -24.140 -21.550  -0.09
51 H -9.716 -30.610 -13.477  0.14
52 H -15.240 -23.731 -14.594  0.11
53 C -6.855 -28.317 -12.494  -0.48
54 H -8.144 -26.411 -17.276  0.11
55 C -15.924 -25.236 -13.178  -0.13
56 H -15.741 -19.356 -14.884  0.12
57 H -8.525 -21.704 -21.548  0.11
58 H -10.400 -20.694 -16.674  0.08
59 C -7.178 -28.354 -17.704  -0.13
60 O -10.484 -23.062 -23.161  -0.12
61 H -7.527 -23.357 -11.770  0.10
62 H -10.949 -22.878 -17.553  0.05
63 H -6.645 -22.397 -17.218  0.12
64 H -16.461 -24.879 -15.215  0.15
65 H -12.510 -25.398 -13.131  0.10
66 H -9.749 -23.948 -18.172  0.07
67 C -5.942 -24.920 -18.517  -0.08
68 H -9.261 -22.497 -17.340  0.05
69 H -11.841 -30.157 -11.713  0.12
70 H -8.831 -20.218 -18.380  0.09
71 H -7.023 -25.755 -13.717  0.12
72 H -12.910 -21.835 -15.995  0.10
73 H -8.993 -24.521 -15.781  0.07
74 C -11.674 -28.400 -14.434  -0.37
75 H -10.033 -19.919 -22.246  0.12
76 H -13.476 -21.939 -21.203  0.11
77 C -13.778 -22.849 -20.684  -0.13
78 H -11.247 -21.276 -24.107  0.12
79 C -10.409 -20.941 -22.230  -0.16
80 H -6.215 -26.768 -11.299  0.13
81 H -14.815 -22.637 -20.424  0.12
82 H -6.884 -29.128 -16.996  0.12
83 O -7.309 -27.858 -13.667  0.01
84 C -5.533 -22.809 -12.599  -0.15
85 H -9.717 -29.290 -12.338  0.12
86 C -12.890 -24.644 -19.458  -0.40
87 H -7.546 -18.488 -15.019  0.13
88 C -9.976 -24.116 -16.021  -0.41
89 C -7.807 -28.852 -18.974  -0.15
90 H -8.722 -23.676 -22.227  0.11
91 H -16.611 -27.229 -13.539  0.13
92 H -12.323 -28.005 -12.413  0.12
93 H -12.119 -30.889 -13.327  0.13
94 C -15.588 -24.764 -14.572  -0.03
95 C -14.979 -19.422 -15.661  -0.18
96 H -8.615 -26.301 -14.265  0.11
97 H -13.496 -22.876 -18.549  0.12
98 H -7.313 -23.455 -13.554  0.09
99 H -7.463 -29.879 -19.092  0.14
100 C -7.154 -27.313 -11.398  -0.05
101 O -6.497 -29.482 -12.361  0.10
102 H -15.304 -27.240 -12.339  0.13
103 O -9.455 -19.151 -15.547  -0.16
104 C -10.402 -21.676 -23.546  -0.19
105 C -10.258 -29.709 -13.187  -0.14
106 C -9.980 -23.316 -17.314  -0.08
107 H -13.660 -19.748 -14.050  0.12
108 O -9.174 -28.667 -18.806  0.08
109 C -12.453 -28.768 -13.181  -0.06
110 H -9.841 -21.930 -20.352  0.09
111 O -13.262 -25.117 -20.605  0.09
112 H -12.888 -24.077 -22.313  0.12
113 C -9.120 -19.293 -17.881  -0.16
114 H -6.445 -25.475 -17.725  0.10
115 H -13.586 -22.009 -14.405  0.10
116 H -7.510 -21.000 -11.822  0.12
117 H -5.232 -22.112 -14.634  0.10
118 C -8.036 -19.159 -15.724  -0.19
119 H -11.436 -20.863 -21.873  0.09
120 C -5.331 -21.713 -13.625  -0.21
121 H -10.002 -23.391 -15.208  0.07
122 O -14.689 -26.919 -14.237  0.00
123 H -5.578 -21.660 -18.493  0.13
124 H -16.944 -25.041 -12.847  0.13
125 C -7.519 -21.457 -12.811  -0.17
126 Mg -12.184 -26.465 -16.861  0.70
127 H -11.015 -19.003 -16.893  0.10
128 C -13.728 -21.498 -15.358  -0.18
129 O -13.655 -23.512 -9.899  0.11
130 H -14.622 -24.390 -22.006  0.13
131 H -7.506 -28.200 -19.794  0.14
132 C -15.683 -26.746 -13.233  -0.14
133 H -5.391 -25.632 -19.132  0.14
134 C -12.205 -25.185 -10.904  -0.04
135 C -15.298 -20.489 -16.689  -0.19
136 C -12.881 -23.851 -10.770  -0.52
137 C -9.504 -27.878 -17.771  -0.34
138 C -6.999 -24.252 -19.370  -0.48
139 H -9.549 -21.446 -24.184  0.12
140 C -6.141 -22.538 -18.174  -0.13
141 O -10.672 -27.496 -17.623  0.05
142 H -13.499 -29.009 -13.374  0.13
143 C -5.192 -23.728 -18.093  -0.17
144 H -14.914 -18.389 -16.003  0.12
145 H -7.035 -18.787 -17.586  0.11

Cartesian forces (eV/Å) of the 2 atoms listed first:
0.0269 0.6176 0.2140
-0.2628 -0.5959 -0.7275

***

Question: What is the total charge in the first record?
Answer: -1

***

Question: Which of these has the highest DFT total energy?
Answer: C46H79MgO19

***

Question: The lowest DFT total energy belongs to which entry?
Answer: C17H36F2N3O14P2S2

***

Question: Which formula does entry 2 have?
Answer: C46H79MgO19